38
Properties=species:S:1:pos:R:3:forces:R:3 method="wB97M-V/def2-TZVPD" orbital_gap_ev=7.988 e_above_lowest_kj_mol=14.6 charge=-1
Li -0.41920 -0.45671 -0.46697 0.07 -0.11 0.07
O -1.81080 -0.99737 -1.56920 -0.09 0.00 -0.13
N -3.00905 -1.38017 -1.42645 0.00 0.03 0.07
C -3.39858 -1.64551 -0.18502 0.03 0.01 -0.08
C -2.45389 -1.50422 0.87324 0.00 0.03 0.04
N -1.58386 -1.33501 1.61144 0.00 -0.02 -0.01
C -4.73838 -2.06512 0.04672 -0.01 -0.03 0.02
N -5.81930 -2.40280 0.25437 0.00 0.01 0.00
Br -1.05298 5.51619 2.23474 0.01 0.01 0.00
C -2.59785 4.60317 1.63384 -0.03 0.00 0.00
C -3.82590 5.22517 1.82203 0.02 0.00 0.00
C -4.98860 4.60066 1.40626 0.00 -0.01 -0.01
C -4.92532 3.35307 0.80152 -0.02 0.01 0.00
C -3.70032 2.73735 0.61552 0.04 0.00 0.00
C -2.52124 3.35542 1.02884 -0.08 -0.02 0.01
I -0.73825 2.32817 0.72239 0.05 0.04 -0.02
H -3.85970 6.19589 2.29684 0.00 0.00 0.00
H -5.94182 5.08984 1.55787 0.00 0.00 0.00
H -5.82811 2.85369 0.47572 0.00 0.00 0.00
H -3.64818 1.76353 0.14614 -0.01 0.00 0.00
O 3.18503 0.25372 -1.00229 -0.02 0.01 0.01
C 2.43431 0.35917 -0.04143 0.03 -0.06 -0.02
O 1.18438 0.13273 0.01101 -0.02 0.07 0.03
C 3.04506 0.82218 1.28331 -0.01 0.02 -0.01
C 2.29532 0.84667 2.45201 0.02 0.00 -0.01
C 2.89250 1.28933 3.61975 -0.02 0.01 0.06
C 4.20540 1.71141 3.68069 -0.05 -0.02 -0.05
C 4.91898 1.66750 2.49859 0.07 0.01 0.02
C 4.37135 1.23106 1.30670 -0.02 0.00 0.01
N 6.32795 2.10937 2.52306 -0.03 0.05 -0.01
O 6.95313 2.06273 1.48467 0.01 -0.02 0.00
O 6.77808 2.50079 3.58300 0.01 -0.02 0.00
N 2.09797 1.32061 4.86576 0.01 -0.01 -0.01
O 0.94737 0.94755 4.80907 0.00 0.00 0.00
O 2.65030 1.71900 5.87460 0.00 0.00 0.00
H 1.26431 0.52176 2.44541 0.01 -0.01 0.01
H 4.64592 2.05591 4.60154 0.01 0.00 0.00
H 4.94773 1.20113 0.39379 0.00 0.00 0.00

34
Properties=species:S:1:pos:R:3:forces:R:3 method="wB97M-V/def2-TZVPD" multiplicity=3 orbital_gap_ev="7.933 / 6.792" charge=+1
Au 0.19838 -0.33936 -1.49531 0.12 0.37 -0.27
O -3.42085 2.15292 -2.06362 -0.03 -0.09 0.03
C -2.29030 1.48511 -1.91058 0.07 0.01 -0.04
O -2.22390 0.28556 -1.74878 -0.15 0.01 0.04
C -1.07728 2.35887 -1.96342 0.10 -0.13 -0.02
C -1.10620 3.73096 -2.04150 0.01 0.14 -0.07
C 0.10825 4.41845 -2.07724 -0.03 0.04 0.00
C 1.29603 3.71549 -2.04517 0.06 0.01 -0.06
C 1.25091 2.32979 -1.96705 -0.16 -0.11 -0.03
N 0.08780 1.69391 -1.92509 -0.20 -0.07 0.08
C 2.49757 1.45609 -1.91654 -0.14 -0.07 0.07
O 3.57003 2.00239 -1.97695 0.12 -0.10 -0.02
O 2.27599 0.17817 -1.80340 0.07 0.01 0.05
H -4.16539 1.52742 -2.03096 0.07 0.06 0.00
H -2.05387 4.24837 -2.07958 0.02 0.00 0.01
H 0.11291 5.49934 -2.13140 0.00 -0.03 -0.01
H 2.26776 4.18888 -2.08196 -0.02 0.01 0.01
Br 0.23819 -5.42869 -1.09041 0.00 -0.01 -0.03
C 0.20215 -4.27101 0.35438 0.00 0.06 -0.09
C 0.22227 -4.76485 1.64322 0.00 0.03 0.06
C 0.20791 -3.90734 2.72800 0.00 0.06 0.03
Br 0.24348 -4.65215 4.43073 0.00 0.00 0.06
C 0.16139 -2.47653 2.56434 0.01 -0.16 0.02
C 0.14703 -1.55558 3.62312 0.00 -0.06 0.09
C 0.09890 -0.21218 3.35001 0.01 0.06 -0.01
C 0.05491 0.20432 2.01602 -0.01 -0.10 0.00
N 0.06115 -0.64833 1.00879 0.00 -0.07 0.15
C 0.12704 -1.95939 1.26547 0.02 0.01 -0.21
C 0.17207 -2.85570 0.09375 -0.01 -0.06 0.07
O 0.19278 -2.43619 -1.08521 0.10 0.20 0.10
H 0.25479 -5.83349 1.80084 0.00 0.00 0.02
H 0.17786 -1.91078 4.64407 0.00 0.01 -0.01
H 0.09457 0.51717 4.14826 0.00 -0.01 -0.03
H 0.01568 1.25839 1.76316 -0.01 -0.04 0.01

33
Properties=species:S:1:pos:R:3:forces:R:3 method="wB97M-V/def2-TZVPD" orbital_gap_ev="6.536 / 5.204" e_above_lowest_kj_mol=0.0 charge=+2
Sn 0.19532 -1.55912 -2.20255 1.17 0.66 0.98
C -1.85838 -1.27432 0.78575 -0.04 -0.06 -0.21
C -0.44858 -1.25112 1.25965 0.11 -0.07 0.19
C -0.14238 -1.16852 2.62515 0.23 0.00 -0.08
C 1.16692 -1.13052 3.03925 -0.11 -0.02 -0.25
C 2.19532 -1.15152 2.08035 -0.47 -0.07 -0.41
C 3.59432 -1.11382 2.38925 0.28 0.00 0.35
Br 4.15902 -1.11002 4.17935 -0.13 0.03 -0.59
C 4.54552 -1.09472 1.38095 0.06 -0.02 -0.20
C 4.16792 -1.13232 0.04585 0.43 -0.03 -0.36
Br 5.42542 -1.09412 -1.34345 -0.27 -0.01 0.55
C 2.78962 -1.22152 -0.34225 0.15 0.02 0.22
O 2.43652 -1.29072 -1.54465 -0.90 0.05 -0.50
C 1.80232 -1.22572 0.72695 0.11 0.03 0.48
N 0.51512 -1.29572 0.34415 -0.24 0.10 -0.63
H -2.54938 -1.38452 1.61715 -0.07 -0.04 -0.09
H -2.00568 -2.09702 0.07515 -0.10 0.11 0.17
H -2.07428 -0.33072 0.27625 -0.10 -0.03 0.02
H -0.94398 -1.14222 3.34465 -0.09 0.00 0.07
H 1.40492 -1.08292 4.08955 0.05 0.02 0.11
H 5.59602 -1.06042 1.63535 0.00 0.02 -0.01
Cl -5.11848 3.71478 -1.57275 0.31 -0.18 -0.05
C -3.68668 2.84578 -1.82255 0.04 0.08 0.00
C -3.75858 1.46808 -2.12805 0.22 -0.63 -0.14
C -2.60778 0.75738 -2.33465 -0.62 0.43 0.11
Cl -2.65208 -0.90782 -2.75345 -0.42 -0.15 -0.06
C -1.30728 1.35328 -2.22945 0.40 -0.38 -0.10
O -0.23248 0.68638 -2.36765 -0.14 -0.37 0.37
C -1.28148 2.76868 -1.94465 -0.17 0.49 0.07
Cl 0.23682 3.52168 -1.85945 -0.11 -0.02 0.02
C -2.44558 3.48008 -1.74105 0.50 0.04 0.00
H -4.72458 0.99068 -2.19565 -0.06 -0.05 -0.06
H -2.39358 4.53278 -1.51235 0.01 0.11 0.00

36
Properties=species:S:1:pos:R:3:forces:R:3 method="wB97M-V/def2-TZVPD" orbital_gap_ev=7.540 charge=-1
Pd -0.26711 -0.03439 -0.43312 -0.44 -0.87 -0.10
S -1.40798 1.15895 1.13531 0.23 0.09 0.06
C -0.10146 2.28239 1.03917 0.38 -0.17 -0.33
N 0.90036 2.04543 0.22733 -0.40 0.50 0.35
C 1.80207 3.08796 0.23250 0.12 0.02 0.09
C 2.96349 3.15534 -0.53638 0.00 0.03 0.01
C 3.77908 4.26552 -0.42254 0.00 -0.04 -0.02
C 3.45837 5.30922 0.44810 0.00 0.04 0.02
C 2.31034 5.25682 1.21993 0.04 0.03 -0.01
C 1.48927 4.14388 1.10320 0.00 -0.02 0.00
S -0.00225 3.79124 1.92229 -0.06 -0.01 0.02
H 3.20348 2.34069 -1.20654 0.00 -0.01 0.00
H 4.68214 4.32795 -1.01636 0.00 0.00 0.00
H 4.11284 6.16827 0.52064 0.00 0.00 0.00
H 2.06124 6.06495 1.89560 -0.01 0.00 0.00
O 0.74951 -0.98268 -1.95308 -0.04 -0.12 0.04
C 1.57910 -1.88521 -1.80552 0.22 0.12 0.09
C 2.23332 -2.34465 -0.61632 -0.10 0.10 0.08
C 3.15432 -3.38385 -0.80640 0.05 -0.05 0.14
C 3.87319 -3.88883 0.24505 -0.09 0.05 -0.08
C 3.69970 -3.37114 1.54916 0.00 0.01 0.00
C 2.82398 -2.36000 1.76805 0.04 -0.04 0.02
C 2.03369 -1.77666 0.71052 0.04 -0.07 -0.20
O 1.24911 -0.84045 0.98838 -0.14 0.28 -0.22
N 4.81898 -4.95506 0.01987 0.15 -0.15 -0.07
O 5.43975 -5.38868 0.98074 -0.08 0.07 -0.04
O 4.96505 -5.37836 -1.11845 -0.05 0.06 0.08
H 1.89691 -2.38817 -2.73003 0.00 -0.05 0.02
H 3.30439 -3.79804 -1.79453 0.01 -0.01 -0.01
H 4.27744 -3.79750 2.35634 0.01 0.00 0.01
H 2.67749 -1.94974 2.75779 -0.01 0.01 0.00
N -4.35266 -3.66067 -3.14595 0.00 0.03 -0.05
C -4.16791 -2.59944 -2.71763 -0.04 -0.09 0.05
N -4.06830 -1.37736 -2.22526 -0.04 -0.01 -0.03
C -2.93513 -0.93421 -1.81968 0.10 0.17 0.05
N -1.96371 -0.40682 -1.45519 0.10 0.12 0.03

Results for DFT total energy: -116834.346 -173709.613 -205774.995 -57512.459 (in eV, following the order of the records).